#a
A cluster of 2 separate species, C5H10OS2 in total. Source: the OMol25 dataset; level of theory: ωB97M-V/def2-TZVPD.

Summary:
HOMO energy in eV: -8.560
Lowest unoccupied orbital energy in eV: 0.5
HOMO-LUMO gap in eV: 9.078
Net charge: 0
Structure (SMILES): CCC(O)=S.C1CS1

Atoms and positions in Å:
C: 0.6770 -0.4340 -0.5113
C: 0.1151 -1.7365 -1.0963
C: 0.8863 -2.9413 -0.6076
O: 2.1390 -3.0270 -1.0746
S: 0.3170 -4.0512 0.4343
H: 1.7209 -0.2702 -0.7915
H: 0.1016 0.4230 -0.8731
H: 0.6242 -0.4526 0.5810
H: 0.1615 -1.7099 -2.1951
H: -0.9257 -1.8597 -0.8192
H: 2.3160 -2.2989 -1.6857
C: -0.4427 2.5593 1.4183
C: -1.8896 2.7674 1.1696
S: -1.0679 1.7308 -0.0595
H: -0.1526 1.9051 2.2367
H: 0.2309 3.3921 1.2406
H: -2.5965 2.2599 1.8134
H: -2.2145 3.7438 0.8202

#b
A cluster of 2 separate species, C5H10OS2 in total. Source: the OMol25 dataset; level of theory: ωB97M-V/def2-TZVPD.

Summary:
HOMO energy (spin up / spin down) in eV: -8.111 / -8.110
Lowest unoccupied orbital energy (spin up / spin down) in eV: -2.0 / -2.0
HOMO-LUMO gap (spin up / spin down) in eV: 6.114 / 6.112
Net charge: 0

Atoms and positions in Å:
C: 0.7796 2.0336 -0.6184
C: 0.5258 1.8784 0.8619
C: 0.6463 0.6992 -0.0083
C: -2.4016 -1.0781 1.0198
C: 1.0784 -1.5112 -1.4222
O: 1.6615 -1.4102 1.1790
S: -2.1966 -0.2467 -0.5680
S: 1.8295 -0.5911 -0.0159
H: -0.0325 2.3944 -1.2322
H: 1.7546 2.3524 -0.9629
H: 1.3224 2.0806 1.5633
H: -0.4514 2.1415 1.2388
H: -1.6343 -0.7248 1.7022
H: -2.3096 -2.1503 0.8822
H: -3.3850 -0.8352 1.4161
H: 1.7147 -2.3580 -1.6574
H: 1.0086 -0.8311 -2.2611
H: 0.0897 -1.8433 -1.1168

#c
A structure of composition C5H10OS2. Source: the OMol25 dataset; level of theory: ωB97M-V/def2-TZVPD.

Summary:
HOMO energy in eV: -8.787
Lowest unoccupied orbital energy in eV: 0.0
HOMO-LUMO gap in eV: 8.813
Net charge: 0

Atoms and positions in Å:
C: 1.6200 -0.9050 0.0890
C: 0.2831 -0.8008 0.7411
C: -0.9339 -0.2722 -0.0008
C: -1.2754 -1.1206 -1.1414
C: -1.0722 0.0134 -2.1886
H: 1.1284 0.7860 -1.1139
H: 2.3438 -0.9828 1.1471
H: 1.4183 -1.9093 -0.6056
H: 0.1566 -1.8802 1.1638
H: 0.5706 1.8590 1.9276
H: -1.6395 -0.3307 0.8023
H: -2.3483 -1.5211 -1.1706
H: -0.4675 -1.8429 -1.4115
H: -1.8982 0.1766 -2.8083
H: -0.2377 -0.0134 -2.9641
O: 1.8687 0.4408 -0.6516
S: 0.4419 0.1123 2.3793
S: -0.7985 1.1780 -0.8012

Most stable to least stable, the ends of the list are #a and #c.

#a
A structure of composition H3NO2S2. Source: the OMol25 dataset; level of theory: ωB97M-V/def2-TZVPD.

Summary:
HOMO energy in eV: -8.924
Lowest unoccupied orbital energy in eV: 0.6
HOMO-LUMO gap in eV: 9.479
Net charge: 0

Atoms and positions in Å:
N: -1.3046 -1.0534 0.1464
O: 0.8345 -0.9197 -1.2067
O: 0.3862 0.6715 0.9764
S: 1.7284 1.3987 0.4398
S: 0.3681 -1.0308 0.1657
H: -1.6797 -0.4725 0.9632
H: -1.7223 -0.7645 -0.7798
H: 1.3894 2.1708 -0.7050

#b
A cluster of 2 separate species, H3NO2S2 in total. Source: the OMol25 dataset; level of theory: ωB97M-V/def2-TZVPD.

Summary:
HOMO energy (spin up / spin down) in eV: -9.054 / -8.082
Lowest unoccupied orbital energy (spin up / spin down) in eV: -0.7 / -1.6
HOMO-LUMO gap (spin up / spin down) in eV: 8.356 / 6.456
Net charge: 0

Atoms and positions in Å:
N: -1.1902 -0.6606 -0.1364
O: 0.9111 0.9195 0.3526
O: -3.1570 0.8674 0.1089
S: -4.1315 -0.4349 -0.1255
S: -1.5220 0.8062 0.0078
H: 1.4361 0.6121 -0.4492
H: -1.9142 -1.1735 -0.4300
H: 1.1023 0.3707 1.1742

Most stable to least stable, the ends of the list are #a and #b.

#a
A structure of composition CH4F3NP2. Source: the OMol25 dataset; level of theory: ωB97M-V/def2-TZVPD.

Summary:
HOMO energy (spin up / spin down) in eV: -8.858 / -8.857
Lowest unoccupied orbital energy (spin up / spin down) in eV: -0.9 / -0.9
HOMO-LUMO gap (spin up / spin down) in eV: 7.996 / 7.995
Net charge: 0

Atoms and positions in Å:
C: 0.4581 -1.3978 0.5189
N: 0.2633 -0.2009 -0.3921
F: 1.7595 1.5454 0.7133
F: -1.6102 1.8865 -0.8956
F: -2.7262 -0.1600 -0.5560
P: 1.5298 0.7780 -0.6998
P: -1.7630 0.8860 0.2942
H: 1.0056 -2.2553 -0.0256
H: 1.1251 -1.0781 1.3909
H: -0.5477 -1.7000 0.6471
H: 0.5058 1.6961 -0.9953

#b
An isolated molecule of CH4F3NP2. Source: the OMol25 dataset; level of theory: ωB97M-V/def2-TZVPD.

Summary:
HOMO energy in eV: -9.948
Lowest unoccupied orbital energy in eV: 0.1
HOMO-LUMO gap in eV: 10.009
Net charge: 0
Structure (SMILES): CN(PF)P(F)F

Atoms and positions in Å:
C: -0.5456 0.1779 -0.3703
N: 0.2865 0.1526 0.7945
P: 1.3559 -1.6991 0.6258
F: 0.7083 -2.4387 1.9061
P: 1.4000 1.2912 1.3299
F: 1.4585 2.1590 -0.0368
F: 0.2405 2.2619 1.8997
H: 0.0126 0.3456 -1.2097
H: -1.0851 -0.6922 -0.2512
H: -1.2464 1.0573 -0.1558
H: 2.4993 -1.0511 1.4379

Most stable to least stable, the ends of the list are #b and #a.

#a
A structure of composition C6H8N2O4. Source: the OMol25 dataset; level of theory: ωB97M-V/def2-TZVPD.

Summary:
HOMO energy in eV: -9.724
Lowest unoccupied orbital energy in eV: 0.4
HOMO-LUMO gap in eV: 10.081
Net charge: 0

Atoms and positions in Å:
C: -0.5699 -0.5922 1.0487
C: 0.1725 2.2315 -0.5712
C: -2.0630 -1.6093 -0.6351
C: 0.8309 0.9225 -0.1697
C: -0.2774 -0.1311 -1.3091
C: 1.4515 0.1699 2.0488
N: -1.0376 -0.8333 -0.2271
N: 0.4348 0.3421 1.0812
O: -0.8948 -1.2691 1.9915
O: 0.7495 3.0684 -1.1870
O: -2.3484 -1.6780 -1.8378
O: 0.4663 -1.0863 -2.0504
H: -0.8644 2.2702 -0.2795
H: -2.4837 -2.1642 0.1432
H: 1.9648 0.8781 -0.2969
H: -0.8811 0.5359 -1.7890
H: 1.1342 -0.5098 2.9179
H: 2.3846 -0.2836 1.5234
H: 1.8179 1.1980 2.3931
H: 0.0134 -1.4595 -2.7949

#b
An isolated molecule of C6H8N2O4. Source: the OMol25 dataset; level of theory: ωB97M-V/def2-TZVPD.

Summary:
HOMO energy in eV: -9.655
Lowest unoccupied orbital energy in eV: 0.3
HOMO-LUMO gap in eV: 9.925
Net charge: 0
Structure (SMILES): C=C(O)C(=O)NC(=O)/N=C(\C)O

Atoms and positions in Å:
C: -2.7501 1.1208 -0.4410
C: -1.7332 0.2868 -0.6454
O: -0.8589 0.3805 -1.6793
C: -1.5470 -0.8691 0.2848
O: -2.3930 -1.1169 1.1200
N: -0.4787 -1.7308 0.1567
C: 0.8740 -1.7317 -0.2456
O: 1.4612 -2.7839 -0.2518
N: 1.4103 -0.5544 -0.6479
C: 1.8578 0.4390 -0.0095
C: 1.9554 0.5681 1.4801
O: 2.3004 1.4930 -0.6823
H: -2.9538 1.9486 -1.0973
H: -3.3985 0.9587 0.3975
H: -1.1601 1.0633 -2.2916
H: -0.6767 -2.6049 0.6392
H: 0.9674 0.7821 1.8884
H: 2.6284 1.3794 1.7463
H: 2.3033 -0.3678 1.9122
H: 2.1917 1.3392 -1.6337

Most stable to least stable, the ends of the list are #b and #a.

#a
A cluster of 2 separate species, C4H11NO2 in total. Source: the OMol25 dataset; level of theory: ωB97M-V/def2-TZVPD.

Summary:
HOMO energy (spin up / spin down) in eV: -15.636 / -15.633
2S+1: 2
Lowest unoccupied orbital energy (spin up / spin down) in eV: -4.3 / -9.6
HOMO-LUMO gap (spin up / spin down) in eV: 11.318 / 6.022
Net charge: +1

Atoms and positions in Å:
C: 1.0017 -1.1215 -0.9843
C: -0.0764 -1.2758 -2.0600
C: 1.0520 0.2694 -0.3852
N: -0.0207 0.5011 0.4801
C: -0.0132 1.7620 1.2639
O: 1.8318 1.1859 -0.5541
H: 0.6771 -1.8362 -0.2026
H: 1.9609 -1.4067 -1.3815
H: 0.3556 -1.2630 -3.0836
H: -0.7575 -0.4353 -2.1071
H: -0.7064 -2.1716 -1.9264
H: -0.4099 -0.2042 1.1383
H: 0.9618 2.2522 1.2854
H: -0.7087 2.5383 0.8641
H: -0.4391 1.5809 2.2522
H: -2.2533 -0.6562 0.9846
H: -2.2839 -0.7695 2.4684
O: -2.8362 -1.0535 1.7216

#b
A cluster of 2 separate species, C4H11NO2 in total. Source: the OMol25 dataset; level of theory: ωB97M-V/def2-TZVPD.

Summary:
HOMO energy (spin up / spin down) in eV: -15.020 / -15.020
2S+1: 2
Lowest unoccupied orbital energy (spin up / spin down) in eV: -3.8 / -8.9
HOMO-LUMO gap (spin up / spin down) in eV: 11.176 / 6.075
Net charge: +1

Atoms and positions in Å:
C: -2.0205 -0.3610 -0.1808
C: -1.3363 -0.4069 1.1910
N: 0.0241 -0.0853 1.3276
C: 1.0112 -0.0136 0.2209
C: 1.6541 1.3593 0.0189
O: -1.9071 -0.7741 2.1871
H: -2.9839 -0.0054 -0.2451
H: -1.6862 0.2400 -1.0575
H: -2.1404 -1.3326 -0.7219
H: 0.4649 0.1924 2.1642
H: 0.5418 -0.1386 -0.7227
H: 1.6854 -0.8562 0.4965
H: 1.5219 1.9588 -0.9518
H: 2.6994 1.4562 0.3311
H: 1.2766 1.8747 0.8510
H: 2.5013 0.4781 -3.5734
H: 0.9854 0.1596 -3.6135
O: 1.7964 -0.0880 -3.4058

Most stable to least stable, the ends of the list are #a and #b.

#a
An isolated molecule of C3H7NOS2. Source: the OMol25 dataset; level of theory: ωB97M-V/def2-TZVPD.

Summary:
HOMO energy in eV: -8.648
Lowest unoccupied orbital energy in eV: 0.3
HOMO-LUMO gap in eV: 8.971
Net charge: 0
Structure (SMILES): N[C@@H](C=O)CSS

Atoms and positions in Å:
N: 1.1064 0.8457 0.9779
C: 0.3866 1.2552 -0.2319
C: 1.3025 1.4058 -1.4550
O: 1.3846 2.4296 -2.0579
C: -0.7423 0.2519 -0.6748
S: -1.6372 -0.7711 0.5092
S: -0.1539 -2.1480 1.0969
H: 1.8951 0.2225 0.7967
H: 1.5858 1.6986 1.2760
H: -0.1955 2.1312 0.0558
H: 1.8277 0.4219 -1.5389
H: -1.4649 0.8579 -1.2308
H: -0.3617 -0.3303 -1.5368
H: 0.1027 -2.3860 -0.1838

#b
An isolated molecule of C3H7NOS2. Source: the OMol25 dataset; level of theory: ωB97M-V/def2-TZVPD.

Summary:
HOMO energy in eV: -9.130
Lowest unoccupied orbital energy in eV: 0.5
HOMO-LUMO gap in eV: 9.659
Net charge: 0
Structure (SMILES): NC(=O)CCSS

Atoms and positions in Å:
N: -2.4314 0.5363 1.0486
C: -1.6265 0.0260 0.0714
O: -2.0150 -0.8042 -0.7217
C: -0.2324 0.6321 -0.0004
C: 0.7772 -0.4030 -0.5064
S: 2.3448 0.3958 -0.9042
S: 3.6100 -1.2276 -1.0328
H: -3.4273 0.4404 0.9575
H: -2.0543 1.1763 1.7242
H: 0.0699 0.9618 0.9904
H: -0.3429 1.4725 -0.6817
H: 0.8601 -1.1840 0.2435
H: 0.3845 -0.8545 -1.4096
H: 4.0833 -1.1681 0.2212

Most stable to least stable, the ends of the list are #b and #a.

#a
An isolated molecule of C3H7NOS2. Source: the OMol25 dataset; level of theory: ωB97M-V/def2-TZVPD.

Summary:
HOMO energy in eV: -9.287
Lowest unoccupied orbital energy in eV: 0.4
HOMO-LUMO gap in eV: 9.667
Net charge: 0
Structure (SMILES): N[C@H](CS)C(=O)S

Atoms and positions in Å:
N: -1.7196 0.0636 -0.8986
C: -0.3484 -0.0513 -0.4236
C: -0.2616 -0.2792 1.0841
S: 1.2737 -1.2456 1.7577
C: 0.5817 1.1565 -0.9112
O: 0.0793 2.0451 -1.6053
S: 2.3169 0.8911 -0.8514
H: -1.7824 0.3396 -1.8548
H: -2.3487 0.7831 -0.0913
H: 0.0781 -0.9021 -0.8043
H: -0.9997 -1.0141 1.4047
H: -0.2385 0.6582 1.7770
H: 1.0594 -2.4790 0.9989
H: 2.3098 0.0340 0.4180

#b
An isolated molecule of C3H7NOS2. Source: the OMol25 dataset; level of theory: ωB97M-V/def2-TZVPD.

Summary:
HOMO energy in eV: -9.081
Lowest unoccupied orbital energy in eV: 0.2
HOMO-LUMO gap in eV: 9.326
Net charge: 0
Structure (SMILES): NC(=O)CCSS

Atoms and positions in Å:
N: -1.4523 -1.2257 -1.2529
C: -1.4742 -1.1455 0.1365
O: -2.3846 -1.3887 0.8685
C: -0.0456 -0.7892 0.6816
C: 0.2327 0.7901 0.4119
S: 1.9568 1.1542 1.0831
S: 2.2518 2.9201 -0.0896
H: -0.6868 -1.0280 -1.7855
H: -2.0754 -1.9295 -1.6202
H: 0.8026 -1.3715 0.1894
H: -0.1474 -0.8402 1.8214
H: 0.2496 1.0247 -0.6194
H: -0.4370 1.4158 1.0358
H: 3.2098 2.4136 -0.8605

Most stable to least stable, the ends of the list are #b and #a.

#a
An isolated molecule of C3H7NOS2. Source: the OMol25 dataset; level of theory: ωB97M-V/def2-TZVPD.

Summary:
HOMO energy in eV: -8.537
Lowest unoccupied orbital energy in eV: 0.6
HOMO-LUMO gap in eV: 9.105
Net charge: 0
Structure (SMILES): CSC(=S)N(C)O

Atoms and positions in Å:
C: -0.9851 -2.3224 -0.0888
S: -0.7227 -0.9444 1.0395
C: 0.1340 0.0368 0.0006
S: 0.3642 -0.4653 -1.6750
N: 0.5058 1.3158 0.3438
C: 0.1930 1.7432 1.6598
O: 0.9040 2.1935 -0.6671
H: -1.1445 -3.1212 0.6323
H: -1.6704 -2.3105 -0.8803
H: -0.1544 -2.4470 -0.7022
H: -0.2193 2.7519 1.6150
H: 1.1577 1.7554 2.1634
H: -0.4258 1.0743 2.1576
H: 1.3697 1.3486 -1.3160

#b
A cluster of 2 separate species, C3H7NOS2 in total. Source: the OMol25 dataset; level of theory: ωB97M-V/def2-TZVPD.

Summary:
HOMO energy in eV: -9.062
Lowest unoccupied orbital energy in eV: -1.0
HOMO-LUMO gap in eV: 8.037
Net charge: 0

Atoms and positions in Å:
C: 0.5804 -1.3345 -0.2743
C: 0.4322 -0.5106 0.9116
C: -1.6786 0.8069 0.8896
H: 1.8483 -1.6639 -2.3535
H: 0.0629 -0.7081 -1.0368
H: 0.1264 -2.4335 -0.0045
H: 0.9502 -0.9005 1.7750
H: 0.5975 0.6570 0.5740
H: -2.5733 0.9959 1.3927
H: -0.5688 3.6645 -1.0785
N: -1.1514 1.8026 0.1271
O: -1.0772 -0.5184 1.1606
S: 2.3739 -1.7490 -0.8716
S: 0.0775 1.8916 -1.2115

#c
A cluster of 2 separate species, C3H7NOS2 in total. Source: the OMol25 dataset; level of theory: ωB97M-V/def2-TZVPD.

Summary:
HOMO energy in eV: -7.803
Lowest unoccupied orbital energy in eV: 0.1
HOMO-LUMO gap in eV: 7.924
Net charge: 0
Structure (SMILES): O/C=C/NS.C=S

Atoms and positions in Å:
O: 1.9719 -0.0305 -0.5732
C: 0.7733 -0.3132 0.0289
C: -0.1430 -1.0383 -0.6596
N: -1.2690 -1.6236 -0.1773
S: -1.5878 -1.6121 1.5286
H: 2.0369 -0.2285 -1.5303
H: 0.7648 -0.2365 1.1114
H: 0.1502 -1.1848 -1.7991
H: -1.5278 -2.4063 -0.6800
H: -2.0822 -0.2648 1.5480
C: -0.8739 1.3780 -0.5093
S: -0.0077 2.1846 -1.7245
H: -0.7849 1.8454 0.4092
H: -1.8312 0.7445 -0.6802

Most stable to least stable, the ends of the list are #a and #b.